No. 1
Molecular formula: C48H88BrCl4N16
Method: DFT, ωB97M-V/def2-TZVPD

The total energy is -195152.093 eV. Its HOMO-LUMO gap is 6.1 eV. The calculation puts the strongest force on any atom at 6.778 eV/Å. The total charge is +3. As for the lowest unoccupied orbital energy: -0.2241 Ha. The HOMO energy comes out at -12.16 eV.

Geometry (Å):
C (1.75, 7.76, 4.60)
C (2.83, 8.09, 3.54)
N (3.74, 6.96, 3.24)
C (5.04, 7.03, 3.32)
C (5.55, 5.75, 3.04)
N (4.45, 4.90, 2.91)
C (3.30, 5.64, 2.98)
C (4.62, 3.46, 2.65)
H (1.05, 8.60, 4.65)
H (2.34, 7.61, 5.50)
H (1.24, 6.83, 4.32)
H (3.24, 9.09, 3.66)
H (2.25, 8.23, 2.62)
H (5.57, 7.96, 3.51)
H (6.58, 5.43, 2.95)
H (2.28, 5.29, 2.99)
H (4.74, 2.83, 3.54)
H (5.44, 3.39, 1.94)
H (3.72, 3.17, 2.11)
C (-0.90, -4.05, 5.42)
C (0.21, -3.21, 4.77)
N (-0.11, -1.78, 4.55)
C (0.91, -0.85, 4.42)
C (0.25, 0.35, 3.99)
N (-1.17, 0.17, 3.99)
C (-1.37, -1.17, 4.33)
C (-2.05, 1.21, 3.69)
H (-1.43, -3.59, 6.25)
H (-0.63, -5.06, 5.71)
H (-1.61, -4.24, 4.62)
H (0.35, -3.59, 3.75)
H (1.14, -3.17, 5.33)
H (1.93, -1.14, 4.64)
H (0.76, 1.29, 3.85)
H (-2.32, -1.66, 4.46)
H (-3.04, 0.75, 3.73)
H (-1.90, 1.56, 2.67)
H (-1.97, 2.04, 4.39)
C (-2.54, -8.84, 3.69)
C (-2.02, -7.47, 3.30)
N (-3.05, -6.74, 2.63)
C (-4.30, -6.38, 3.14)
C (-5.04, -5.72, 2.22)
N (-4.28, -5.65, 1.06)
C (-3.05, -6.29, 1.30)
C (-4.73, -5.07, -0.18)
H (-3.15, -9.41, 2.98)
H (-3.37, -8.75, 4.40)
H (-1.88, -9.50, 4.26)
H (-1.38, -7.63, 2.43)
H (-1.60, -6.83, 4.07)
H (-4.56, -6.62, 4.16)
H (-6.04, -5.32, 2.10)
H (-2.25, -6.41, 0.58)
H (-5.28, -4.20, 0.16)
H (-5.27, -5.88, -0.68)
H (-3.83, -4.78, -0.72)
C (3.24, 0.31, -3.61)
C (4.20, 0.65, -4.76)
N (3.97, 2.00, -5.33)
C (3.68, 3.15, -4.65)
C (3.43, 4.18, -5.63)
N (3.78, 3.65, -6.85)
C (4.08, 2.29, -6.67)
C (3.70, 4.32, -8.07)
H (3.60, 0.74, -2.68)
H (3.44, -0.75, -3.43)
H (2.21, 0.50, -3.89)
H (4.18, -0.08, -5.57)
H (5.21, 0.54, -4.38)
H (3.66, 3.21, -3.57)
H (3.16, 5.21, -5.48)
H (4.33, 1.53, -7.40)
H (3.95, 3.59, -8.84)
H (4.39, 5.16, -8.06)
H (2.69, 4.60, -8.35)
C (0.32, 6.51, 0.89)
C (0.34, 5.28, -0.05)
N (-0.20, 5.51, -1.28)
C (0.45, 5.37, -2.49)
C (-0.46, 5.82, -3.51)
N (-1.60, 6.16, -2.87)
C (-1.47, 5.95, -1.47)
C (-2.85, 6.59, -3.40)
H (0.91, 7.38, 0.62)
H (0.44, 6.36, 1.96)
H (-0.74, 6.78, 0.85)
H (-0.43, 4.60, 0.32)
H (1.20, 4.64, -0.21)
H (1.46, 5.01, -2.56)
H (-0.33, 5.75, -4.58)
H (-2.28, 5.94, -0.76)
H (-3.35, 5.70, -3.78)
H (-2.61, 7.32, -4.18)
H (-3.44, 7.00, -2.58)
C (-5.85, 0.63, -1.17)
C (-5.13, -0.64, -0.57)
N (-5.20, -1.72, -1.59)
C (-6.14, -2.68, -1.61)
C (-5.98, -3.52, -2.68)
N (-4.71, -3.19, -3.18)
C (-4.24, -2.04, -2.56)
C (-3.93, -3.99, -4.16)
H (-5.26, 0.87, -2.05)
H (-5.71, 1.49, -0.51)
H (-6.90, 0.51, -1.41)
H (-5.52, -0.91, 0.42)
H (-4.10, -0.42, -0.30)
H (-6.94, -2.70, -0.89)
H (-6.52, -4.38, -3.04)
H (-3.29, -1.54, -2.71)
H (-3.91, -3.43, -5.09)
H (-4.23, -5.03, -4.27)
H (-2.89, -3.96, -3.84)
C (0.37, -5.09, -3.35)
C (0.41, -4.84, -1.89)
N (1.67, -4.27, -1.62)
C (2.13, -3.02, -2.09)
C (3.24, -2.68, -1.36)
N (3.59, -3.77, -0.55)
C (2.61, -4.72, -0.70)
C (4.82, -3.81, 0.25)
H (-0.61, -5.49, -3.58)
H (1.10, -5.89, -3.47)
H (0.50, -4.22, -4.00)
H (0.25, -5.73, -1.28)
H (-0.32, -4.05, -1.72)
H (1.73, -2.54, -2.97)
H (3.86, -1.80, -1.39)
H (2.53, -5.65, -0.15)
H (5.44, -2.95, 0.02)
H (5.27, -4.79, 0.07)
H (4.59, -3.89, 1.31)
C (2.12, 1.95, 0.02)
C (0.69, 1.61, -0.02)
N (0.40, 0.29, 0.50)
C (1.20, -0.59, 1.20)
C (0.62, -1.85, 1.35)
N (-0.65, -1.67, 1.00)
C (-0.78, -0.37, 0.48)
C (-1.64, -2.72, 0.84)
H (2.63, 1.33, -0.72)
H (2.56, 1.81, 1.01)
H (2.37, 2.97, -0.25)
H (0.39, 1.73, -1.06)
H (0.02, 2.30, 0.50)
H (2.22, -0.33, 1.43)
H (0.83, -2.80, 1.82)
H (-1.62, -0.07, -0.12)
H (-2.09, -3.05, 1.79)
H (-1.27, -3.62, 0.35)
H (-2.41, -2.31, 0.19)
Cl (-4.62, -2.41, 2.92)
Cl (4.76, -1.10, 2.60)
Cl (-2.78, 2.70, -0.05)
Cl (0.61, -5.72, 1.84)
Br (4.37, 4.90, -1.23)

No. 2
Molecular formula: C48H90BBrF3N3O25PSSi
Method: DFT, ωB97M-V/def2-TZVPD

The total energy is -213754.902 eV. Its HOMO-LUMO gap is 6.1 eV. The calculation puts the strongest force on any atom at 7.089 eV/Å. The total charge is +1. As for the lowest unoccupied orbital energy: -0.1715 Ha. The HOMO energy comes out at -10.72 eV.

Geometry (Å):
C (1.05, 5.53, 2.40)
C (1.23, 3.94, 2.05)
C (2.53, 3.83, 1.12)
C (3.80, 4.41, 1.96)
C (2.82, 2.41, 0.45)
P (3.45, 3.01, -1.30)
C (4.83, 1.91, -1.96)
O (2.05, 2.89, -2.34)
N (3.98, 1.60, 1.01)
C (3.79, 0.15, 0.76)
N (4.58, -0.79, 1.26)
Br (4.20, -2.61, 0.92)
B (5.78, -0.52, 2.13)
C (7.10, 0.33, 1.73)
O (5.71, -1.04, 3.49)
N (2.57, 0.13, -0.05)
S (2.47, -0.69, -1.53)
O (1.56, -0.06, -2.55)
O (3.81, -1.06, -2.13)
F (1.74, -2.20, -1.19)
C (1.69, 1.31, 0.24)
C (0.89, 0.73, 1.55)
F (1.59, 0.97, 2.78)
F (0.88, -0.72, 1.40)
C (-0.66, 1.16, 1.58)
C (-1.64, -0.07, 1.19)
Si (-3.47, 0.62, 1.06)
C (-4.59, -0.92, 1.42)
C (-3.77, 1.26, -0.71)
C (-3.73, 1.92, 2.44)
C (-3.06, 3.32, 2.51)
C (-3.26, 4.35, 3.65)
C (-4.22, 3.98, 4.80)
C (-4.91, 2.59, 4.75)
C (-4.68, 1.54, 3.61)
H (1.42, 5.80, 3.44)
H (-0.08, 5.74, 2.33)
H (1.55, 6.19, 1.59)
H (1.29, 3.42, 3.05)
H (0.32, 3.68, 1.41)
H (2.38, 4.60, 0.27)
H (4.78, 4.02, 1.53)
H (3.81, 5.55, 1.78)
H (3.68, 4.28, 3.09)
H (5.63, 2.62, -2.40)
H (4.42, 1.32, -2.85)
H (5.38, 1.28, -1.18)
H (1.44, 3.57, -1.95)
H (3.93, 1.69, 2.05)
H (7.45, 0.86, 2.70)
H (6.88, 1.12, 0.94)
H (7.92, -0.42, 1.45)
H (5.67, -2.02, 3.48)
H (0.84, 1.57, -0.46)
H (-0.89, 1.47, 2.67)
H (-0.86, 1.99, 0.83)
H (-1.66, -0.81, 2.06)
H (-1.32, -0.54, 0.19)
H (-5.70, -0.65, 1.48)
H (-4.23, -1.33, 2.43)
H (-4.40, -1.76, 0.65)
H (-3.05, 2.14, -0.89)
H (-4.84, 1.64, -0.91)
H (-3.50, 0.47, -1.50)
H (-2.33, 3.58, 1.66)
H (-2.70, 5.34, 3.56)
H (-4.37, 4.74, 5.64)
H (-5.60, 2.29, 5.60)
H (-5.22, 0.53, 3.67)
C (9.81, 7.10, 2.54)
C (9.08, 6.03, 1.75)
O (9.02, 4.80, 2.48)
C (8.07, 4.75, 3.44)
O (7.29, 5.63, 3.71)
O (8.17, 3.56, 4.05)
C (7.27, 3.40, 5.15)
H (10.79, 6.74, 2.86)
H (9.94, 8.00, 1.94)
H (9.25, 7.37, 3.44)
H (9.64, 5.82, 0.83)
H (8.08, 6.36, 1.45)
H (6.24, 3.62, 4.85)
H (7.58, 4.05, 5.98)
H (7.32, 2.36, 5.48)
C (-11.89, -1.41, 4.66)
C (-10.84, -0.39, 4.27)
O (-9.55, -1.01, 4.17)
C (-9.32, -1.69, 3.03)
O (-10.09, -1.81, 2.11)
O (-8.09, -2.23, 3.11)
C (-7.75, -3.05, 1.99)
H (-11.60, -1.95, 5.56)
H (-12.86, -0.93, 4.83)
H (-12.03, -2.16, 3.87)
H (-10.76, 0.36, 5.06)
H (-11.10, 0.12, 3.35)
H (-7.90, -2.52, 1.05)
H (-8.35, -3.97, 2.01)
H (-6.70, -3.32, 2.08)
C (1.45, 5.32, -5.40)
C (0.34, 5.37, -4.37)
O (0.23, 6.68, -3.81)
C (-0.43, 7.58, -4.57)
O (-0.93, 7.36, -5.65)
O (-0.42, 8.76, -3.92)
C (-1.02, 9.82, -4.66)
H (2.39, 5.70, -4.99)
H (1.60, 4.30, -5.76)
H (1.21, 5.95, -6.27)
H (0.59, 4.70, -3.54)
H (-0.61, 5.04, -4.78)
H (-2.03, 9.56, -5.00)
H (-0.39, 10.09, -5.51)
H (-1.09, 10.69, -4.00)
C (-8.84, 9.68, -5.61)
C (-7.93, 10.30, -4.57)
O (-7.15, 9.29, -3.91)
C (-6.08, 8.85, -4.59)
O (-5.73, 9.23, -5.68)
O (-5.49, 7.89, -3.86)
C (-4.38, 7.27, -4.51)
H (-9.45, 8.89, -5.17)
H (-9.50, 10.44, -6.04)
H (-8.26, 9.23, -6.42)
H (-8.53, 10.78, -3.80)
H (-7.28, 11.07, -4.99)
H (-3.66, 8.01, -4.85)
H (-4.73, 6.66, -5.34)
H (-3.88, 6.62, -3.78)
C (3.82, -8.96, 4.18)
C (4.30, -9.22, 2.76)
O (3.32, -8.79, 1.80)
C (3.29, -7.47, 1.56)
O (4.01, -6.64, 2.06)
O (2.31, -7.23, 0.68)
C (2.11, -5.85, 0.39)
H (2.84, -9.40, 4.34)
H (4.52, -9.37, 4.90)
H (3.72, -7.89, 4.37)
H (4.43, -10.29, 2.61)
H (5.27, -8.75, 2.57)
H (3.05, -5.38, 0.09)
H (1.69, -5.35, 1.27)
H (1.40, -5.77, -0.43)
C (1.31, -10.70, -0.74)
C (0.05, -11.54, -0.58)
O (0.31, -12.92, -0.90)
C (0.92, -13.63, 0.07)
O (1.25, -13.21, 1.15)
O (1.12, -14.87, -0.40)
C (1.84, -15.71, 0.50)
H (1.74, -10.84, -1.74)
H (1.09, -9.65, -0.59)
H (2.08, -11.00, -0.02)
H (-0.71, -11.20, -1.28)
H (-0.37, -11.45, 0.43)
H (1.38, -15.73, 1.49)
H (2.88, -15.39, 0.57)
H (1.82, -16.73, 0.10)
C (1.04, -5.07, -3.54)
C (1.04, -5.22, -5.05)
O (0.97, -6.60, -5.43)
C (-0.26, -7.15, -5.36)
O (-1.27, -6.60, -5.02)
O (-0.14, -8.44, -5.71)
C (-1.36, -9.18, -5.60)
H (1.84, -5.68, -3.10)
H (1.19, -4.03, -3.26)
H (0.10, -5.42, -3.11)
H (1.97, -4.83, -5.46)
H (0.22, -4.65, -5.51)
H (-2.17, -8.69, -6.14)
H (-1.62, -9.31, -4.55)
H (-1.20, -10.16, -6.05)

- Look up the lowest unoccupied orbital energy of the first one.
  -0.2241 Ha